# 1
{
  "formula": "C32H65AgO61S15",
  "method": "wB97M-V/def2-TZVPD",
  "symbols": ["Ag", "C", "C", "O", "H", "H", "H", "H", "H", "C", "C", "O", "S", "O", "O", "O", "H", "H", "H", "H", "C", "C", "O", "S", "O", "O", "O", "H", "H", "H", "H", "C", "C", "O", "S", "O", "O", "O", "H", "H", "H", "H", "C", "C", "O", "S", "O", "O", "O", "H", "H", "H", "H", "C", "C", "O", "S", "O", "O", "O", "H", "H", "H", "H", "C", "C", "O", "S", "O", "O", "O", "H", "H", "H", "H", "C", "C", "O", "S", "O", "O", "O", "H", "H", "H", "H", "C", "C", "O", "S", "O", "O", "O", "H", "H", "H", "H", "C", "C", "O", "S", "O", "O", "O", "H", "H", "H", "H", "C", "C", "O", "S", "O", "O", "O", "H", "H", "H", "H", "C", "C", "O", "S", "O", "O", "O", "H", "H", "H", "H", "C", "C", "O", "S", "O", "O", "O", "H", "H", "H", "H", "C", "C", "O", "S", "O", "O", "O", "H", "H", "H", "H", "C", "C", "O", "S", "O", "O", "O", "H", "H", "H", "H", "C", "C", "O", "S", "O", "O", "O", "H", "H", "H", "H"],
  "coordinates": [[-2.2927, 1.9674, 0.0536], [0.2010, -1.1499, -0.2478], [0.0382, -0.1861, 1.0050], [-1.1840, 0.4519, 1.0809], [-0.8095, -1.5064, -0.4443], [0.8408, -2.0422, -0.1623], [0.4211, -0.5730, -1.1637], [0.8758, 0.5956, 1.0783], [0.1993, -0.7740, 1.9116], [-2.4421, 5.2798, 4.8201], [-3.9309, 5.4914, 4.4819], [-3.9514, 5.6959, 3.0801], [-2.5793, 5.3465, 2.3524], [-1.8806, 6.4965, 1.9927], [-2.8563, 4.3710, 1.4111], [-2.0071, 4.6602, 3.5862], [-2.2055, 4.5688, 5.5838], [-1.8536, 6.1942, 4.8548], [-4.2914, 6.4438, 4.8792], [-4.6647, 4.7199, 4.7324], [-4.9268, -1.4786, -4.2392], [-3.4369, -1.8336, -4.1859], [-2.9915, -1.1010, -3.0044], [-4.0120, -0.1206, -2.4645], [-3.5757, 1.1760, -2.2794], [-4.6729, -0.6188, -1.3454], [-4.9547, -0.1575, -3.7526], [-5.4763, -2.0916, -3.5089], [-5.3338, -1.4582, -5.2421], [-2.8703, -1.4645, -5.0549], [-3.3160, -2.9043, -4.0758], [-2.9415, 7.1848, -2.0386], [-3.0121, 6.5120, -3.4387], [-2.7099, 5.1228, -3.1408], [-3.2800, 4.7382, -1.7694], [-2.3881, 3.7717, -1.2985], [-4.5963, 4.2554, -1.8097], [-3.1048, 6.1435, -1.0750], [-3.7963, 7.8239, -1.8395], [-2.0005, 7.6779, -1.8417], [-2.3995, 6.9440, -4.2211], [-4.0657, 6.5194, -3.8124], [-1.9589, -0.1262, 3.8187], [-3.1750, 0.5829, 3.1284], [-3.8648, 1.0237, 4.2936], [-3.0040, 1.1876, 5.5364], [-3.4073, 0.3262, 6.5731], [-2.8848, 2.5196, 6.0319], [-1.6228, 0.8645, 4.7796], [-1.0949, -0.3818, 3.2348], [-2.2329, -1.0281, 4.3694], [-3.7615, -0.1020, 2.5562], [-2.7435, 1.4091, 2.5350], [0.7447, 3.3486, 3.5723], [1.3014, 4.8100, 3.5919], [1.8131, 4.9337, 2.2484], [1.1238, 3.9185, 1.2760], [2.0624, 2.9597, 0.8555], [0.4453, 4.4784, 0.1937], [0.0949, 3.2517, 2.3032], [-0.0551, 3.1232, 4.2629], [1.5500, 2.6590, 3.6655], [2.1066, 4.9887, 4.3136], [0.5471, 5.5822, 3.7292], [5.1130, 3.2391, -4.1755], [4.5345, 1.8043, -3.8876], [3.6365, 1.4844, -4.8980], [3.7020, 2.5363, -6.0934], [2.4409, 2.7753, -6.5661], [4.6997, 2.1904, -6.9888], [4.1445, 3.7781, -5.1033], [6.1019, 3.2341, -4.6238], [5.1310, 3.8176, -3.2476], [3.9547, 1.8264, -2.9340], [5.3157, 1.0593, -3.8225], [5.5986, -0.2921, 5.2697], [6.4534, 0.5699, 4.3068], [5.6051, 1.7348, 4.0849], [4.1912, 1.5733, 4.6474], [3.3744, 0.9512, 3.6871], [3.6874, 2.7452, 5.2462], [4.6148, 0.6266, 5.8104], [5.9666, -0.7671, 6.1668], [5.1383, -1.1023, 4.7065], [6.6290, 0.1275, 3.3350], [7.3398, 1.0527, 4.6589], [2.3867, -3.1550, 3.1170], [1.9009, -2.0911, 4.1580], [0.5023, -2.3854, 4.2773], [0.0275, -3.4828, 3.1740], [-1.0800, -2.9945, 2.4948], [-0.0567, -4.7062, 3.7826], [1.3177, -3.2850, 2.2539], [2.7419, -4.0725, 3.5703], [3.2285, -2.7502, 2.5256], [2.1195, -1.0405, 3.8355], [2.3973, -2.2023, 5.1150], [-3.0540, -3.2822, 0.0712], [-3.8282, -3.1064, 1.4582], [-3.8810, -4.4612, 1.9775], [-3.4941, -5.4892, 0.8948], [-4.4088, -6.5433, 0.8103], [-2.1198, -5.8353, 1.0215], [-3.6568, -4.4852, -0.3386], [-1.9996, -3.4553, 0.2211], [-3.2321, -2.5308, -0.7039], [-4.8233, -2.7416, 1.2832], [-3.1926, -2.6249, 2.1813], [3.5912, -0.6657, 0.8114], [3.9313, 0.4705, -0.1365], [5.2151, 0.1321, -0.6282], [5.9785, -0.9319, 0.2966], [7.1716, -0.3711, 0.7903], [6.1751, -2.0624, -0.5243], [4.8853, -0.8910, 1.4792], [3.4035, -1.6299, 0.2965], [2.9093, -0.4541, 1.5899], [3.9489, 1.3757, 0.4375], [3.2599, 0.6348, -0.9910], [3.0588, -6.9870, 1.1296], [4.3087, -7.2786, 0.2275], [5.2461, -6.2743, 0.5620], [4.5543, -5.0931, 1.2607], [3.9730, -4.1279, 0.4058], [5.4034, -4.4281, 2.1699], [3.4789, -5.9893, 1.9425], [2.8398, -7.7948, 1.8121], [2.1578, -6.7821, 0.5442], [4.1296, -7.3006, -0.8529], [4.7716, -8.1772, 0.5795], [4.7300, -4.2777, -3.2033], [4.1184, -3.2727, -4.3394], [3.4738, -4.1337, -5.2150], [4.0425, -5.6048, -5.1729], [5.2264, -5.7584, -5.8881], [2.9959, -6.4936, -5.4583], [4.2677, -5.5983, -3.6442], [4.3921, -4.1557, -2.1742], [5.8010, -4.2594, -3.2803], [4.9748, -2.8417, -4.8917], [3.4525, -2.4684, -4.0624], [-0.4467, 1.8819, -5.3080], [-1.1519, 1.3260, -4.0359], [-2.3312, 0.8146, -4.6889], [-2.9042, 1.9241, -5.6924], [-3.8334, 2.8092, -5.1823], [-3.3082, 1.1437, -6.7742], [-1.4895, 2.5914, -5.9367], [-0.0708, 1.0193, -5.8612], [0.3518, 2.6186, -5.2189], [-1.3773, 2.1367, -3.3028], [-0.7195, 0.4906, -3.4831], [0.3269, -4.7446, -1.9445], [-0.9777, -5.2995, -2.5061], [-1.3044, -4.2966, -3.4373], [-0.0181, -3.9132, -4.2876], [-0.0846, -2.5387, -4.4485], [0.1228, -4.7155, -5.4465], [0.9920, -4.2659, -3.1203], [0.9428, -5.5268, -1.4814], [0.2586, -3.8747, -1.3046], [-1.6915, -5.5509, -1.7247], [-0.9462, -6.2638, -3.0180], [-6.7805, 4.3606, 2.2733], [-7.7335, 3.7731, 1.2327], [-6.9481, 2.7312, 0.6443], [-6.0557, 2.0492, 1.7059], [-4.7901, 1.8623, 1.1724], [-6.6543, 0.9158, 2.2363], [-6.0808, 3.1994, 2.7635], [-7.3715, 4.7823, 3.0929], [-6.0112, 5.0307, 1.9359], [-8.1032, 4.5363, 0.5406], [-8.5953, 3.2177, 1.6568]],
  "multiplicity": 1
}

---

# 2
{
  "formula": "C32H65BFN7O10PS",
  "method": "wB97M-V/def2-TZVPD",
  "symbols": ["C", "C", "B", "C", "C", "C", "C", "O", "C", "O", "O", "C", "C", "C", "N", "C", "P", "S", "C", "F", "C", "C", "O", "H", "H", "H", "H", "H", "H", "H", "H", "H", "H", "H", "H", "H", "H", "H", "H", "H", "H", "H", "H", "H", "H", "H", "C", "C", "O", "N", "C", "H", "H", "H", "H", "H", "H", "H", "C", "C", "O", "N", "C", "H", "H", "H", "H", "H", "H", "H", "C", "C", "O", "N", "C", "H", "H", "H", "H", "H", "H", "H", "C", "C", "O", "N", "C", "H", "H", "H", "H", "H", "H", "H", "C", "C", "O", "N", "C", "H", "H", "H", "H", "H", "H", "H", "C", "C", "O", "N", "C", "H", "H", "H", "H", "H", "H", "H"],
  "coordinates": [[-1.7612, 2.3627, 2.9044], [-1.1730, 1.9911, 1.8928], [-0.0147, 1.5605, 0.7662], [-0.2378, 2.7411, -0.3643], [-1.4724, 2.4284, -1.3187], [-1.0980, 1.5228, -2.5823], [-0.3951, 2.3388, -3.7959], [0.7127, 1.5610, -4.3724], [1.7857, 1.4985, -3.5094], [2.8065, 0.9435, -3.8656], [1.2779, 1.5537, 1.4872], [1.2931, 0.2377, 2.0954], [2.7024, 0.0837, 2.7970], [2.8566, -1.3273, 3.5033], [3.8253, -2.0915, 3.1389], [0.9356, -0.6185, 0.7842], [2.5249, -0.8726, -0.2001], [2.3012, -1.7281, -1.9369], [0.3429, -2.0847, 0.9305], [-0.4135, -2.3618, -0.2623], [-0.6559, -2.2871, 2.1362], [-0.2193, -3.6534, 2.8687], [-0.1058, 0.1835, 0.2488], [-2.1039, 2.8364, 3.8536], [0.7021, 3.0291, -0.9205], [-0.5414, 3.6620, 0.2327], [-1.9347, 3.4118, -1.6905], [-2.2799, 1.8793, -0.7471], [-0.4987, 0.6047, -2.3243], [-2.0790, 1.1529, -3.0225], [-0.0769, 3.3680, -3.4795], [-1.1216, 2.4774, -4.6518], [1.7601, 1.9087, -2.4550], [0.5810, 0.2122, 2.9767], [3.5901, 0.2990, 2.1450], [2.7400, 0.8508, 3.6373], [2.1518, -1.6711, 4.3060], [4.3947, -1.6267, 2.4201], [3.2258, 0.3834, -0.2581], [3.3526, -1.7291, 0.5867], [1.1556, -2.8601, 0.9851], [-0.6700, -1.4514, 2.8840], [-1.7119, -2.3995, 1.7469], [-0.8252, -3.8594, 3.7887], [0.8875, -3.5402, 3.0774], [-0.3191, -4.4577, 2.0812], [3.8645, -4.9938, 6.4821], [2.9441, -3.8140, 6.6561], [2.2156, -3.4239, 5.7614], [2.9447, -3.1781, 7.8631], [3.7310, -3.4877, 9.0388], [3.7515, -5.3905, 5.4745], [4.9025, -4.6846, 6.6175], [3.6080, -5.7802, 7.1951], [2.3049, -2.3988, 7.9059], [3.0494, -3.7002, 9.8655], [4.3347, -2.6133, 9.2920], [4.3834, -4.3423, 8.8812], [5.2296, -6.5432, -4.4731], [4.9038, -5.2455, -3.7756], [5.2270, -5.0341, -2.6174], [4.2290, -4.3002, -4.4838], [3.7673, -4.3696, -5.8540], [5.7668, -7.1950, -3.7856], [4.3110, -7.0466, -4.7806], [5.8657, -6.3556, -5.3404], [4.0425, -3.4560, -3.9575], [4.2263, -3.5530, -6.4155], [2.6833, -4.2389, -5.8603], [4.0194, -5.3170, -6.3241], [-0.8715, 6.9303, -4.2895], [-1.3460, 6.3423, -2.9843], [-1.1084, 5.1892, -2.6656], [-2.0621, 7.1428, -2.1486], [-2.4457, 8.5250, -2.3413], [-0.3176, 6.1738, -4.8436], [-1.7249, 7.2456, -4.8930], [-0.2080, 7.7768, -4.1022], [-2.3456, 6.6804, -1.2954], [-2.0300, 9.1169, -1.5229], [-3.5354, 8.5894, -2.3084], [-2.0896, 8.9205, -3.2891], [-6.2077, 2.5854, -1.1504], [-5.3847, 3.2016, -0.0473], [-5.0111, 4.3688, -0.0892], [-5.0630, 2.4177, 1.0107], [-5.4106, 1.0289, 1.2364], [-6.3851, 3.3306, -1.9251], [-5.6719, 1.7448, -1.5948], [-7.1722, 2.2546, -0.7606], [-4.5100, 2.8931, 1.7105], [-5.9758, 0.9635, 2.1682], [-4.4862, 0.4567, 1.3388], [-6.0038, 0.6159, 0.4254], [7.7758, -0.4160, 0.8078], [6.4174, -0.4947, 0.1603], [5.3993, -0.7165, 0.8034], [6.3402, -0.3115, -1.1810], [7.4147, -0.0412, -2.1117], [7.6732, -0.5833, 1.8792], [8.4327, -1.1857, 0.3988], [8.2101, 0.5733, 0.6522], [5.3967, -0.3798, -1.5443], [7.2102, 0.9091, -2.6088], [7.4321, -0.8369, -2.8591], [8.3816, 0.0108, -1.6175], [-9.8081, 0.8059, -0.2708], [-9.2097, -0.5765, -0.2181], [-8.2070, -0.8264, 0.4311], [-9.8263, -1.5630, -0.9270], [-11.0140, -1.4673, -1.7505], [-9.2095, 1.4797, 0.3406], [-9.8078, 1.1779, -1.2971], [-10.8253, 0.7914, 0.1254], [-9.3708, -2.4601, -0.8450], [-11.7657, -2.1540, -1.3553], [-10.7556, -1.7703, -2.7673], [-11.4202, -0.4595, -1.7673]],
  "multiplicity": 1,
  "charge": -1
}

---

| no. | frontier orbital gap (eV) | E (eV) | E_HOMO (eV) |
| --- | --- | --- | --- |
| 1 | 7.807 | -325645.4040 | -7.77 |
| 2 | 6.791 | -88663.7035 | -4.79 |